C36H37NOP2Pt as an isolated structure in a non-equilibrium geometry, computed with ωB97M-V/def2-TZVPD.

expectation value of S²	6.069
multiplicity	5
relative energy (zero: lowest compared OMol25 entry of this formula, charge and spin)	14.1	kcal/mol
maximum force	4.70	eV Å⁻¹
energy	-63272.2914	eV
net charge	+2

Each line ends with the Löwdin charge.
Geometry (Å):
C (-3.769, -1.922, -3.889)  -0.039
H (1.003, -4.159, -1.404)  0.119
C (3.680, -2.845, 3.381)  -0.021
C (1.161, -3.232, -1.974)  -0.166
C (2.765, 0.084, -1.991)  -0.182
C (-2.498, 0.617, 0.697)  -0.184
C (-0.676, -1.350, 3.108)  -0.483
H (-4.129, -3.120, -2.128)  0.121
C (-3.460, 2.817, -0.940)  -0.323
H (3.829, -2.489, 0.059)  0.126
H (-0.520, -0.238, -1.480)  0.035
H (3.555, -0.119, -2.732)  0.135
H (0.253, -3.789, 1.778)  0.119
C (0.246, -2.224, -1.349)  -0.265
H (-0.631, 2.785, -1.913)  0.104
C (2.001, -4.553, 2.866)  -0.020
C (3.443, 2.346, 1.928)  -0.068
Pt (1.342, -1.370, 0.190)  1.262
H (3.819, -4.899, 3.974)  0.128
C (4.005, 2.977, 3.043)  -0.046
C (-3.099, 3.897, -0.120)  -0.077
C (0.401, -0.806, -1.601)  -0.314
H (4.883, 3.616, 2.929)  0.122
H (-4.884, 1.997, -2.342)  0.109
H (3.885, 2.431, 0.931)  0.113
H (3.784, 3.373, 5.156)  0.119
P (-2.368, 1.409, -0.913)  1.006
H (3.634, -0.103, 0.045)  0.095
H (-3.447, -1.375, -0.535)  0.105
C (-3.357, -0.670, -4.355)  -0.048
C (1.378, -0.222, -2.593)  -0.167
C (-0.713, 2.112, -1.044)  -0.254
C (-5.147, 5.021, -0.749)  -0.035
H (2.778, 1.151, -1.768)  0.100
P (1.163, 1.017, 0.829)  1.089
H (1.605, -5.553, 2.999)  0.124
H (0.849, 3.217, -0.024)  0.100
H (-3.684, 5.820, 0.630)  0.119
C (2.234, 1.626, 2.105)  -0.425
N (-0.243, -0.733, 2.155)  -0.036
H (-3.351, -0.475, -5.425)  0.119
H (-3.577, 0.470, 0.853)  0.087
H (-5.808, 5.893, -0.687)  0.127
C (3.048, -0.640, -0.701)  -0.327
H (4.581, -2.514, 3.909)  0.128
C (1.738, 1.336, 3.393)  -0.109
C (-3.367, -1.173, -1.609)  -0.082
H (-0.805, -2.503, -1.245)  0.111
C (3.401, 2.821, 4.306)  -0.027
C (-5.478, 3.953, -1.586)  -0.045
H (-2.603, 1.278, -3.844)  0.115
H (-1.972, -0.349, 0.750)  0.027
H (-2.157, 3.861, 0.436)  0.107
H (0.909, -3.442, -3.019)  0.136
C (2.295, 1.968, 4.493)  -0.036
C (3.219, -4.166, 3.438)  -0.015
H (-6.389, 3.985, -2.186)  0.122
C (1.260, -3.611, 2.149)  -0.076
H (1.462, -0.917, -3.434)  0.120
H (3.243, -3.852, -1.779)  0.128
C (0.319, 2.243, -0.106)  -0.304
H (0.922, 0.689, -3.015)  0.115
H (1.844, 1.812, 5.471)  0.123
O (-1.132, -1.917, 4.062)  0.102
C (3.077, -2.085, -0.636)  -0.246
C (-2.937, 0.320, -3.457)  -0.081
H (-4.105, -2.698, -4.584)  0.125
C (1.887, -2.404, 1.892)  -0.294
H (3.239, -0.867, 2.523)  0.096
H (-2.116, 1.277, 1.486)  0.069
C (-2.924, 0.090, -2.067)  -0.312
C (-3.956, 4.989, -0.018)  -0.048
C (-4.641, 2.839, -1.692)  -0.053
C (2.678, -2.916, -1.841)  -0.150
C (-3.773, -2.162, -2.511)  -0.054
C (2.971, -1.919, 2.605)  -0.084
H (0.895, 0.648, 3.455)  0.073
H (3.032, -2.401, -2.739)  0.115